--- 1 ---
Molecular formula: C4H14N4
Method: DFT, ωB97M-V/def2-TZVPD

```
22
Properties=species:S:1:pos:R:3:lowdin_charge:R:1
H -2.0249 2.2230 0.7379 0.069
H -2.2330 -1.4262 0.2878 0.078
H 0.1725 0.7110 -0.7727 0.102
H -2.7052 -0.1127 1.4025 0.075
H 3.0862 -1.0213 1.6066 0.039
N 0.0214 0.6236 1.2235 0.019
C -2.6147 -0.4081 0.3481 -0.115
H 3.0276 -0.5679 -2.0292 0.094
H 1.0430 0.6217 1.2210 0.040
N -1.7284 0.4521 -0.4084 -0.316
H 1.4799 -1.9873 0.0283 0.099
H 3.9774 -0.2248 0.2244 0.040
N 2.3932 -1.2917 -1.6842 0.037
C 3.1568 -0.8327 0.5497 -0.051
H -3.1080 1.9751 -0.6584 0.078
H -1.4199 2.4452 -0.9199 0.076
H -3.6013 -0.3695 -0.1131 0.078
C -2.0887 1.8558 -0.2929 -0.112
H 1.5203 -1.3415 -2.1838 0.076
C 2.2954 -1.3657 -0.3108 -0.344
H -0.2626 -0.1184 1.8654 0.061
N -0.3872 0.1603 -0.1218 -0.123
```

Summary:
* Kohn-Sham gap: 0.336 Eh
* HOMO: -8.130 eV
* SMILES: CN(C)NN.C=CN
* spin multiplicity: 1

--- 2 ---
Molecular formula: C4H14N4
Method: DFT, ωB97M-V/def2-TZVPD

```
22
Properties=species:S:1:pos:R:3:lowdin_charge:R:1
C -1.6457 -1.4620 -0.4112 -0.105
C 1.7936 -1.3472 0.2677 -0.097
C 0.4247 1.3687 -1.3216 -0.087
H 2.5528 -1.0628 -0.4711 0.075
H -2.7190 -1.4542 -0.6034 0.076
H 1.2583 -2.2328 -0.0668 0.070
H -1.1296 -1.9479 -1.2355 0.077
H -1.4491 -2.0291 0.5072 0.073
H 0.2660 2.2496 -0.6847 0.064
N -1.1853 -0.0979 -0.3064 -0.277
H -0.3002 1.4483 -2.1297 0.088
N 0.2078 0.0889 -0.6814 -0.184
H 1.4434 1.3730 -1.7068 0.077
N 0.8341 -0.2848 0.5278 -0.200
N 1.6327 0.8662 1.1240 0.035
H -2.8660 0.7454 0.5565 0.080
H -1.6492 0.1927 1.7380 0.075
H 2.3034 -1.5719 1.2009 0.074
H -1.3865 1.6761 0.7870 0.065
H 2.3687 1.2771 0.5479 0.064
C -1.7969 0.6679 0.7588 -0.099
H 1.0420 1.5367 1.6029 0.057
```

Summary:
* Kohn-Sham gap: 0.327 Eh
* HOMO: -7.918 eV
* SMILES: CN(C)N(C)N(C)N
* spin multiplicity: 1

--- 3 ---
Molecular formula: C4H14N4
Method: DFT, ωB97M-V/def2-TZVPD

```
22
Properties=species:S:1:pos:R:3:lowdin_charge:R:1
H -2.4385 -1.4939 1.2151 0.060
H 1.7349 -0.4440 1.8983 0.088
N -2.8980 -0.1945 -0.7427 0.002
H -3.2224 -0.2542 1.8823 0.073
H 1.8966 1.5555 -1.2543 0.073
C 2.0952 0.4828 -1.3436 -0.112
H -2.9954 0.5273 -1.4586 0.073
H -0.0873 -1.0769 -1.2097 0.107
H 3.1786 0.3407 -1.4238 0.080
N 1.5816 -0.2489 -0.1987 -0.309
C 0.1694 -0.7199 -0.2091 -0.183
H 1.6509 0.1240 -2.2766 0.083
H -2.4899 -1.0051 -1.2042 0.055
C -0.5297 0.5880 0.1229 -0.117
H 2.0744 1.1819 1.2758 0.074
H 3.2580 -0.1235 1.0582 0.080
C 2.1889 0.1120 1.0726 -0.111
H -0.2763 1.0103 1.0983 0.102
H 0.0186 -1.4616 0.5784 0.109
N -2.3225 -0.5132 1.4709 -0.008
N -2.1075 0.2828 0.3259 -0.325
H -0.4796 1.3306 -0.6774 0.105
```

Summary:
* Kohn-Sham gap: 0.309 Eh
* HOMO: -7.470 eV
* SMILES: CN(C)CCN(N)N
* spin multiplicity: 1

Which is more stable than every other structure shown? 1 is more stable than every other one.